Entry 1:
This record from the OMol25 dataset describes C25H18ClF3FeN5OS2 as an isolated structure. The level of theory is ωB97M-V/def2-TZVPD.

```
56
Properties=species:S:1:pos:R:3:forces:R:3
Fe 0.2444 0.5216 0.4538 -0.424 0.146 0.219
Cl 4.0070 -3.8959 4.6042 -0.015 0.015 -0.012
C 2.8427 -2.8405 3.8545 0.016 -0.013 0.038
C 2.1423 -1.9201 4.6398 0.018 -0.012 0.012
C 1.2174 -1.0827 4.0680 -0.041 0.028 -0.059
C 0.9685 -1.1036 2.6800 -0.041 0.054 0.062
O 0.0714 -0.2947 2.1706 0.171 -0.029 -0.140
C 1.6737 -2.0551 1.9131 0.057 -0.091 -0.106
C 1.2570 -2.2643 0.5532 -0.003 0.046 0.070
N 0.6302 -1.3748 -0.1211 -0.087 0.199 -0.139
C -0.1483 -1.7683 -1.2369 -0.001 0.024 0.059
C 0.1839 -2.6685 -2.2050 0.007 -0.010 -0.012
C -0.7669 -3.0108 -3.1925 0.020 0.010 0.021
C -2.0195 -2.4662 -3.1876 -0.030 0.008 -0.012
C -2.3811 -1.5233 -2.1960 -0.054 -0.011 -0.034
C -3.6487 -0.9043 -2.0986 0.031 -0.044 -0.044
C -3.8869 -0.0113 -1.0956 0.030 0.028 0.057
C -2.8461 0.3096 -0.1990 -0.062 0.030 -0.001
N -1.6577 -0.2295 -0.2653 0.002 -0.068 -0.076
C -1.4257 -1.1619 -1.2365 0.051 0.059 0.096
C 2.5955 -2.9262 2.5109 -0.017 0.012 0.008
H 2.3371 -1.8746 5.7031 0.002 -0.004 -0.001
H 0.6712 -0.3695 4.6712 0.009 -0.007 0.018
H 1.3648 -3.2634 0.1305 0.021 -0.003 0.019
H 1.1774 -3.0982 -2.2218 -0.009 -0.007 -0.038
H -0.4897 -3.7135 -3.9670 0.009 0.000 0.006
H -2.7418 -2.7348 -3.9478 -0.001 0.001 0.001
H -4.4184 -1.1461 -2.8214 0.007 -0.010 -0.002
H -4.8483 0.4704 -0.9888 0.006 0.011 0.011
H -2.9976 1.0535 0.5759 -0.008 -0.002 -0.003
H 3.1100 -3.6641 1.9083 0.000 0.004 -0.006
C 2.0561 -0.4405 -4.9899 -0.033 -0.066 0.082
S 0.4836 0.3503 -4.6279 -0.009 -0.044 -0.057
C 0.6706 0.8101 -2.9394 0.048 0.245 0.037
S 1.9978 0.4301 -1.9877 0.176 -0.122 -0.189
N -0.3539 1.5554 -2.5587 -0.042 0.030 0.076
N -0.3266 1.8550 -1.2421 0.298 -0.420 0.064
C -0.8371 2.9711 -0.8903 -0.024 0.060 0.103
C -0.9374 3.2179 0.5350 0.018 0.010 -0.138
C -1.4638 4.3955 1.0494 0.009 -0.001 0.040
C -1.5425 4.5500 2.4205 -0.005 -0.004 -0.030
C -1.0993 3.5197 3.2344 0.003 0.005 0.009
C -0.5864 2.3761 2.6497 -0.015 0.018 -0.024
N -0.5032 2.2220 1.3255 0.012 -0.073 0.143
H 2.0200 -0.7069 -6.0455 -0.004 0.001 -0.005
H 2.8838 0.2400 -4.8052 -0.011 0.014 -0.004
H 2.1867 -1.3335 -4.3830 0.026 -0.011 -0.028
H -1.1955 3.6934 -1.6164 -0.001 -0.043 -0.030
H -1.7966 5.1673 0.3693 -0.003 0.002 0.001
H -1.9450 5.4590 2.8476 0.005 -0.001 0.004
H -1.1403 3.5944 4.3113 0.002 -0.009 0.001
H -0.2303 1.5420 3.2314 0.006 -0.014 0.009
F 2.0795 1.5033 2.3751 -0.008 -0.031 0.006
C 2.0051 1.2276 1.0353 -0.113 0.113 -0.070
F 3.0536 0.4011 0.8042 -0.002 -0.013 -0.004
F 2.3031 2.4102 0.4411 0.004 -0.008 -0.009
```
Forces are in eV/Å.

Values from the calculation:
gap between HOMO and LUMO (alpha / beta): 6.8 / 6.8 eV
<S²>: 0.790
HOMO energy (alpha / beta): -7.485 / -7.492 eV
2S+1: 2


Entry 2:
This record from the OMol25 dataset describes C25H18ClN7O4PtS2 as an isolated structure. The level of theory is ωB97M-V/def2-TZVPD.

```
58
Properties=species:S:1:pos:R:3:forces:R:3
Pt 1.5413 0.5393 1.5314 0.697 0.008 0.689
S 0.4000 2.1361 0.1353 0.783 -0.498 0.509
C 0.2972 3.5028 1.1322 0.126 -0.550 -0.179
C -0.1391 4.6928 0.4793 -0.201 0.281 -0.123
N -0.5109 5.6418 -0.0527 0.041 -0.050 0.002
C 0.5670 3.5428 2.5035 0.145 -0.529 0.318
S 1.0298 2.2218 3.4420 -0.013 0.092 -0.552
C 0.4221 4.7741 3.2109 0.013 0.346 0.115
N 0.3381 5.7480 3.8158 -0.051 -0.038 -0.045
C -2.6005 2.6284 -4.9648 0.051 0.072 -0.006
O -3.7548 2.0325 -4.4043 -0.131 0.104 -0.016
C -3.6144 0.8715 -3.7307 0.074 -0.293 0.117
C -4.7990 0.2787 -3.2722 -0.045 0.171 -0.064
C -4.7795 -0.9261 -2.6186 0.065 -0.070 0.078
C -3.5592 -1.5908 -2.3789 0.632 0.146 -0.589
C -2.3706 -0.9732 -2.8218 -0.170 -0.214 0.108
C -2.3972 0.2369 -3.4861 0.020 0.226 -0.100
N -3.5887 -2.8129 -1.7736 -1.146 0.035 1.185
N -2.5392 -3.4927 -1.5036 1.080 -0.252 -1.082
C -1.4808 -3.1753 -0.7848 -0.584 0.147 0.379
C -0.2665 -3.8930 -0.9609 -0.009 -0.054 -0.014
C 0.9209 -3.3759 -0.5249 -0.030 0.215 0.059
C 0.9963 -2.1272 0.1525 -0.149 -0.192 -0.147
O 2.1129 -1.5268 0.3756 0.137 0.547 0.008
C -0.2387 -1.5706 0.6150 0.040 -0.241 -0.146
N -0.1889 -0.5402 1.5115 -0.148 0.403 -0.193
C -1.3177 -0.0726 2.0363 -0.025 0.064 0.161
C -2.5637 -0.5578 1.6807 -0.059 -0.261 -0.072
C -2.6493 -1.5527 0.7198 0.052 0.147 0.207
C -1.4842 -2.0842 0.1777 0.173 0.013 0.046
H -2.9529 3.4966 -5.5145 0.018 -0.003 0.002
H -2.0947 1.9461 -5.6528 -0.001 -0.005 0.025
H -1.9038 2.9567 -4.1890 0.008 -0.044 -0.001
H -5.7269 0.8011 -3.4642 -0.037 -0.044 0.011
H -5.6980 -1.3864 -2.2797 0.000 -0.037 -0.012
H -1.4191 -1.4603 -2.6597 0.013 -0.032 -0.028
H -1.4654 0.6723 -3.8211 -0.029 0.004 0.006
H -0.2969 -4.8057 -1.5403 -0.019 0.018 -0.032
H 1.8533 -3.8766 -0.7497 0.017 0.011 -0.012
H -1.2224 0.7105 2.7771 0.070 0.078 -0.107
H -3.4500 -0.1557 2.1478 0.019 0.036 0.024
H -3.6131 -1.9417 0.4207 0.013 0.020 -0.075
Cl 3.2538 1.0539 -1.5167 -0.275 0.129 -0.086
C 4.5790 0.5931 -0.4345 -0.213 0.162 0.643
C 4.4675 1.0355 1.0589 0.509 -0.359 -0.565
O 5.4978 0.9066 1.6872 -0.150 0.064 0.001
O 3.3756 1.5324 1.5633 -1.019 -0.142 -0.244
H 5.4820 1.0426 -0.8346 0.046 -0.058 0.100
H 4.6594 -0.4906 -0.4759 0.033 0.013 0.061
N 3.5116 -1.5905 2.5459 0.364 -0.238 0.074
C 4.4006 -1.8760 3.5032 -0.122 0.124 0.120
C 4.0350 -1.1597 4.6246 -0.054 0.017 0.040
C 2.8957 -0.4497 4.2432 0.126 -0.169 0.103
N 2.5869 -0.7354 2.9827 -0.520 0.602 -0.503
H 3.4194 -1.9293 1.5919 -0.166 0.059 -0.082
H 5.2207 -2.5521 3.3387 -0.018 -0.021 -0.085
H 4.5270 -1.1398 5.5797 0.003 -0.020 0.008
H 2.2955 0.2268 4.8260 0.017 0.061 -0.040
```
Forces are in eV/Å.

Values from the calculation:
gap between HOMO and LUMO (alpha / beta): 5.3 / 5.4 eV
<S²>: 6.138
HOMO energy (alpha / beta): -6.753 / -8.660 eV
2S+1: 5


Entry 3:
This record from the OMol25 dataset describes C25H18N4O3RuSSe2 as an isolated structure. The level of theory is ωB97M-V/def2-TZVPD.

```
54
Properties=species:S:1:pos:R:3:forces:R:3
Ru -0.6448 -0.7979 0.1324 -0.431 -0.058 0.544
O 0.8580 0.1598 3.6622 -0.028 0.025 -0.042
C 0.4705 0.1337 2.5326 0.137 0.160 0.013
O 0.2612 -0.9898 1.8404 -0.028 -0.124 -0.099
C 0.2498 1.3820 1.7062 0.067 -0.041 0.099
C 0.4699 2.6419 2.2615 -0.032 -0.010 -0.058
C 0.3740 3.7343 1.4400 0.000 -0.074 0.030
C 0.1204 3.5600 0.0650 -0.014 -0.102 -0.048
C 0.0934 4.6507 -0.8374 -0.008 0.006 -0.028
C -0.1008 4.4400 -2.1707 0.018 0.060 0.059
C -0.2727 3.1285 -2.6590 -0.011 -0.089 -0.011
C -0.2736 2.0516 -1.8161 -0.031 0.028 0.005
C -0.0857 2.2465 -0.4319 -0.090 0.173 -0.036
N -0.0740 1.1843 0.4337 0.255 0.052 0.091
H 0.7056 2.7090 3.3138 -0.002 0.001 0.001
H 0.5184 4.7351 1.8274 0.005 0.005 0.008
H 0.2406 5.6493 -0.4472 0.001 0.009 -0.005
H -0.1120 5.2721 -2.8607 -0.001 0.011 0.009
H -0.3994 2.9733 -3.7223 -0.003 -0.001 0.001
H -0.4036 1.0515 -2.2023 -0.016 -0.033 0.006
O -1.8137 -0.6798 -1.4815 0.045 -0.298 -0.232
N -3.1232 -0.4044 -1.3825 -0.212 0.224 0.190
C -3.7617 -0.0898 -2.5362 0.047 -0.007 -0.017
C -5.0988 0.1766 -2.5291 0.009 -0.011 0.002
C -5.7955 0.1181 -1.3162 -0.007 0.002 -0.005
C -5.1281 -0.2014 -0.1618 0.047 -0.002 -0.006
C -3.7504 -0.4665 -0.1821 -0.038 -0.037 -0.233
S -2.8556 -0.8784 1.2231 0.372 0.073 -0.109
H -3.1277 -0.0783 -3.4094 -0.015 0.007 -0.009
H -5.5952 0.4270 -3.4544 0.014 -0.001 -0.011
H -6.8562 0.3252 -1.2885 -0.002 -0.001 0.002
H -5.6354 -0.2533 0.7906 -0.001 0.001 0.001
Se 2.1755 -2.8625 1.3300 -0.257 0.108 -0.040
Se 2.9076 -1.7607 -0.5164 -0.036 -0.077 0.027
C 4.0725 -0.5993 0.5135 0.006 0.049 0.073
C 5.4105 -0.5140 0.1799 0.018 -0.024 -0.076
C 6.1843 0.3595 0.9362 -0.003 -0.020 -0.009
C 5.5880 1.0601 1.9696 0.033 -0.001 -0.006
C 4.2335 0.8761 2.2159 -0.050 0.014 0.037
N 3.4723 0.0609 1.4876 -0.047 -0.027 -0.017
C 0.5862 -3.6855 0.5983 -0.010 -0.057 -0.137
C 0.5055 -5.0562 0.7619 0.109 0.052 0.055
C -0.5676 -5.7350 0.1991 -0.046 -0.001 -0.023
C -1.4984 -5.0152 -0.5241 0.060 -0.067 0.041
C -1.3548 -3.6423 -0.6181 -0.081 0.097 -0.033
N -0.3462 -2.9677 -0.0513 0.239 0.026 -0.012
H 5.8358 -1.1024 -0.6210 0.013 0.005 -0.003
H 7.2386 0.4741 0.7249 0.003 -0.005 -0.009
H 6.1606 1.7376 2.5869 0.002 0.003 -0.002
H 3.7385 1.3969 3.0257 -0.035 -0.013 0.015
H 1.2740 -5.5884 1.3061 0.012 -0.010 -0.010
H -0.6563 -6.8066 0.3142 0.010 -0.003 0.004
H -2.3371 -5.4976 -1.0046 -0.008 0.003 0.005
H -2.0767 -3.0423 -1.1538 0.021 -0.001 0.011
```
Forces are in eV/Å.

Values from the calculation:
gap between HOMO and LUMO (alpha / beta): 7.0 / 5.2 eV
<S²>: 6.022
net charge: +2
HOMO energy (alpha / beta): -13.600 / -13.944 eV
2S+1: 5


Computed total energy, in the same sequence as the records: -112448.108 -82272.945 -182414.100 eV.